1.
{
  "formula": "C41H42N5O3",
  "method": "ωB97M-V/def2-TZVPD",
  "de_lowest_kj_mol": 0.00,
  "gap_ha": 0.180,
  "e_lumo_ev": -4.823,
  "total_charge": 1,
  "homo_energy_ev": -9.73,
  "elements": ["N", "C", "C", "C", "C", "C", "C", "C", "N", "C", "C", "C", "C", "C", "C", "C", "C", "C", "C", "C", "C", "H", "H", "H", "H", "H", "H", "H", "H", "H", "H", "H", "H", "H", "H", "H", "H", "H", "H", "C", "N", "C", "O", "C", "C", "C", "C", "C", "C", "C", "C", "N", "C", "C", "C", "C", "C", "C", "N", "O", "O", "C", "C", "C", "C", "C", "C", "H", "H", "H", "H", "H", "H", "H", "H", "H", "H", "H", "H", "H", "H", "H", "H", "H", "H", "H", "H", "H", "H", "H", "H"],
  "coordinates": [[-2.716, -7.868, 2.275], [-1.913, -7.043, 2.065], [-0.964, -5.996, 1.833], [-0.750, -5.021, 2.814], [0.032, -3.916, 2.530], [0.546, -3.725, 1.226], [1.084, -2.461, 0.764], [1.427, -1.405, 1.679], [2.683, -0.921, 1.646], [3.759, -1.624, 0.953], [5.036, -0.838, 1.274], [4.580, 0.511, 1.850], [3.118, 0.334, 2.269], [0.437, -0.834, 2.633], [-0.891, -0.552, 2.253], [-1.824, -0.068, 3.167], [-1.448, 0.159, 4.492], [-0.142, -0.144, 4.899], [0.790, -0.634, 3.986], [0.496, -4.814, 0.320], [-0.242, -5.941, 0.629], [-1.234, -5.125, 3.788], [0.210, -3.169, 3.301], [1.629, -2.527, -0.184], [3.821, -2.674, 1.272], [3.585, -1.622, -0.132], [5.619, -1.387, 2.021], [5.651, -0.722, 0.376], [5.201, 0.808, 2.700], [4.650, 1.297, 1.090], [2.493, 1.181, 1.947], [3.044, 0.290, 3.365], [-1.192, -0.699, 1.219], [-2.836, 0.146, 2.821], [-2.171, 0.563, 5.202], [0.164, 0.008, 5.934], [1.795, -0.902, 4.324], [1.015, -4.747, -0.640], [-0.311, -6.767, -0.080], [-0.605, 4.280, -4.518], [-0.216, 3.520, -3.352], [0.391, 4.123, -2.286], [0.774, 5.289, -2.238], [0.535, 3.064, -1.189], [-0.189, 3.459, 0.105], [0.508, 4.598, 0.815], [-0.178, 5.787, 1.087], [0.516, 6.889, 1.593], [1.881, 6.780, 1.884], [2.545, 5.561, 1.699], [1.858, 4.466, 1.166], [-0.021, 1.869, -1.834], [-0.061, 0.696, -1.168], [-0.845, -0.384, -1.564], [-0.935, -1.603, -0.930], [-1.896, -2.587, -1.385], [-2.275, -2.632, -2.748], [-3.257, -3.529, -3.179], [-3.952, -3.205, -4.385], [-4.916, -3.910, -4.745], [-3.568, -2.190, -5.015], [-3.712, -4.571, -2.345], [-3.340, -4.544, -1.004], [-2.533, -3.516, -0.511], [-0.749, 2.193, -3.077], [-2.260, 2.256, -2.805], [-0.440, 1.259, -4.254], [-0.046, 5.219, -4.533], [-0.375, 3.704, -5.419], [-1.682, 4.506, -4.515], [1.615, 2.907, -1.002], [-1.224, 3.743, -0.154], [-0.237, 2.576, 0.763], [-1.246, 5.845, 0.859], [-0.010, 7.832, 1.745], [2.428, 7.646, 2.254], [3.602, 5.458, 1.953], [2.369, 3.513, 0.993], [0.537, 0.648, -0.251], [-1.488, -0.229, -2.430], [-0.295, -1.839, -0.057], [-1.841, -1.950, -3.475], [-4.348, -5.343, -2.765], [-3.697, -5.329, -0.335], [-2.365, -3.414, 0.561], [-2.476, 3.029, -2.054], [-2.787, 2.493, -3.736], [-2.635, 1.300, -2.426], [0.642, 1.230, -4.430], [-0.802, 0.241, -4.089], [-0.932, 1.642, -5.155]]
}

***

2.
{
  "formula": "C41H42P2PbSe",
  "method": "ωB97M-V/def2-TZVPD",
  "de_lowest_kj_mol": 0.00,
  "gap_ha": [0.124, 0.126],
  "e_lumo_ev": [-9.072, -9.041],
  "total_charge": 2,
  "homo_energy_ev": [-12.45, -12.46],
  "elements": ["Pb", "C", "C", "C", "C", "C", "C", "C", "C", "C", "H", "H", "H", "H", "H", "H", "H", "H", "H", "H", "H", "H", "H", "H", "H", "P", "P", "C", "C", "C", "C", "C", "C", "C", "C", "C", "C", "C", "C", "C", "C", "C", "C", "C", "C", "C", "C", "C", "C", "C", "C", "C", "C", "H", "H", "H", "H", "H", "H", "H", "H", "H", "H", "H", "H", "H", "H", "H", "H", "H", "H", "H", "H", "H", "H", "Se", "C", "C", "C", "C", "C", "C", "H", "H", "H", "H", "H"],
  "coordinates": [[-3.044, 0.983, 0.334], [5.973, 1.799, 0.766], [5.100, 1.215, -0.055], [4.896, -0.256, -0.223], [3.856, -0.939, 0.740], [3.906, -0.531, 2.178], [5.019, -0.203, 2.849], [6.401, -0.255, 2.293], [6.906, 1.059, 1.650], [-1.247, 0.639, 1.663], [6.059, 2.885, 0.783], [4.447, 1.835, -0.673], [5.848, -0.801, -0.132], [4.533, -0.424, -1.259], [2.844, -0.727, 0.349], [4.018, -2.034, 0.645], [2.939, -0.545, 2.691], [4.971, 0.056, 3.905], [6.453, -1.051, 1.550], [7.132, -0.525, 3.077], [7.207, 1.741, 2.448], [7.844, 0.837, 1.118], [-0.574, 1.488, 1.890], [-0.663, -0.145, 1.148], [-1.668, 0.272, 2.626], [-2.486, 0.402, -2.202], [-3.697, -1.561, 0.234], [-2.398, -1.387, -2.229], [-3.007, -2.161, -1.307], [-3.537, 0.844, -3.655], [-3.389, 0.108, -4.840], [-4.195, 0.388, -5.945], [-5.143, 1.416, -5.886], [-5.294, 2.149, -4.701], [-4.520, 1.854, -3.577], [-0.782, 0.941, -2.621], [0.328, 0.428, -1.924], [1.604, 0.920, -2.189], [1.784, 1.961, -3.102], [0.674, 2.530, -3.734], [-0.594, 1.994, -3.528], [-5.332, -2.427, 0.141], [-6.167, -2.199, -0.976], [-7.291, -3.004, -1.185], [-7.600, -4.030, -0.277], [-6.807, -4.216, 0.866], [-5.681, -3.412, 1.078], [-2.706, -2.489, 1.491], [-2.902, -2.191, 2.853], [-2.130, -2.812, 3.837], [-1.163, -3.757, 3.476], [-0.994, -4.094, 2.128], [-1.763, -3.470, 1.141], [-1.858, -1.834, -3.070], [-3.134, -3.242, -1.445], [-2.656, -0.698, -4.896], [-4.089, -0.202, -6.855], [-5.769, 1.635, -6.757], [-6.031, 2.952, -4.660], [-4.682, 2.405, -2.646], [0.199, -0.340, -1.156], [2.467, 0.534, -1.639], [2.784, 2.351, -3.294], [0.792, 3.401, -4.379], [-1.455, 2.401, -4.057], [-5.917, -1.419, -1.702], [-7.933, -2.839, -2.057], [-8.467, -4.674, -0.452], [-7.064, -4.992, 1.591], [-5.062, -3.574, 1.964], [-3.662, -1.462, 3.148], [-2.281, -2.552, 4.886], [-0.550, -4.232, 4.245], [-0.255, -4.849, 1.850], [-1.621, -3.749, 0.097], [2.114, 2.850, 0.957], [3.308, 3.498, 2.165], [4.125, 4.624, 1.873], [5.222, 4.924, 2.665], [5.517, 4.146, 3.794], [4.641, 3.116, 4.168], [3.516, 2.839, 3.407], [3.903, 5.193, 0.974], [5.866, 5.764, 2.404], [6.412, 4.345, 4.390], [4.834, 2.529, 5.068], [2.821, 2.052, 3.692]]
}

***

| no. | largest force on an atom (eV Å⁻¹) |
| --- | --- |
| 1 | 3.49 |
| 2 | 2.97 |